No. 1
Below is 2 unconnected molecules or ions with the total composition C11H15N in a non-equilibrium geometry, with properties calculated with wB97M-V/def2-TZVPD.

Last column: Mulliken charge in e.
Cartesian coordinates (Å):
C: -0.9719 0.2718 1.8436  -1.3233
C: 1.2966 0.3368 0.6927  0.8213
C: 0.2064 -0.4442 1.2857  0.6778
C: 2.1438 -0.6492 0.1464  0.0196
C: 0.4265 -1.8096 0.9593  -0.7521
C: 1.6910 1.7058 0.7093  -0.3806
C: 3.0730 1.9072 0.4212  -0.4156
C: 3.8353 0.9605 -0.2821  -0.3504
C: 3.2939 -0.3034 -0.5322  -0.8040
N: 1.5894 -1.9694 0.2471  0.0113
H: 0.9199 2.4954 1.0108  0.3263
H: 3.7109 2.8718 0.5005  0.2130
H: 4.7168 1.3656 -0.7683  0.3515
H: -1.7897 -0.3774 2.2596  0.3630
H: -1.5766 0.6916 0.9671  0.1497
H: -0.0591 -2.7734 1.0708  0.3936
H: 1.9728 -2.7293 -0.1092  -0.0028
H: 3.9136 -1.1207 -0.8992  0.3002
H: -0.6089 1.0414 2.5309  0.3907
C: -3.6295 0.1019 -0.7262  -0.3698
C: -3.3816 -0.3984 -2.2233  -0.8236
H: -2.7538 -0.4171 -0.2475  -0.1193
H: -3.4294 1.1971 -0.6546  0.2403
H: -4.6412 -0.1838 -0.5279  0.3253
H: -2.5507 -1.2245 -2.2209  0.2166
H: -3.1656 0.3965 -2.8735  0.2518
H: -4.2317 -0.9431 -2.5801  0.2893

Forces on atoms 1 to 3 (eV/Å):
-1.9022 -0.5922 -1.0164
-0.1225 -1.5404 0.5781
-0.0464 -1.5460 -1.3316

Summary:
Relative energy (zero: lowest compared OMol25 entry of this formula, charge and spin), kcal per mole: 56.25
Net charge: 0
HOMO, eV: -7.594
SMILES: Cc1c[nH]c2ccccc12.CC

***

No. 2
Below is 2 unconnected molecules or ions with the total composition C7H17N in a non-equilibrium geometry, with properties calculated with wB97M-V/def2-TZVPD.

Last column: Mulliken charge in e.
Cartesian coordinates (Å):
C: -0.1154 -0.2149 -0.6122  -0.1673
C: -0.3729 1.2327 -0.3865  -0.5353
C: 0.1601 1.8819 0.9118  -0.8563
C: -0.5670 1.2462 2.0892  -1.0853
C: 0.8399 -1.1018 0.1082  -0.8441
N: 0.5847 -1.0513 1.5398  -0.4201
C: -0.5189 -1.9166 1.8969  -0.9800
C: 0.7303 -0.2165 -3.4694  -0.8800
H: -1.0856 -0.6507 -0.8365  0.3089
H: 0.5001 -0.2252 -2.3735  0.0287
H: -1.4396 1.4197 -0.5134  0.3408
H: -0.0480 1.9275 -1.1691  0.3799
H: 0.0264 2.9550 0.8738  0.4249
H: 1.2210 1.6492 0.8775  0.3507
H: -1.5412 0.8633 1.7540  0.2105
H: 0.1075 0.1787 1.9972  0.5392
H: -0.7929 1.9284 2.9129  0.3948
H: 1.8233 -0.6580 -0.0911  0.3371
H: 0.8802 -2.1332 -0.2318  0.4329
H: -1.3814 -1.8863 1.2314  0.2858
H: -1.0001 -1.6230 2.8252  0.3646
H: -0.2171 -2.9657 1.9552  0.3339
H: 0.6869 -1.2635 -3.7280  0.3567
H: 1.6219 0.3800 -3.5886  0.3338
H: -0.1023 0.2439 -3.9731  0.3452

Forces on atoms 1 to 3 (eV/Å):
-1.8711 -0.1140 2.4401
0.1185 1.7755 -0.4294
-0.9985 -0.6123 -0.4113

Summary:
Relative energy (zero: lowest compared OMol25 entry of this formula, charge and spin), kcal per mole: 162.20
Net charge: 0
HOMO, eV: -6.922

***

No. 3
Below is 9 unconnected molecules or ions with the total composition C28H62F6N6O8P in a non-equilibrium geometry, with properties calculated with wB97M-V/def2-TZVPD.

Last column: Mulliken charge in e.
Cartesian coordinates (Å):
P: 0.2697 1.0174 -0.9331  1.3540
F: 1.2093 -0.1030 -1.5554  -0.2878
F: 1.4482 2.1560 -1.0329  -0.5904
F: -0.2527 1.5400 -2.3843  -0.2066
F: -0.6551 2.1418 -0.1748  -0.4662
F: -0.8874 -0.0943 -0.8288  -0.3216
F: 0.8324 0.7193 0.5853  -0.1418
O: -3.4874 2.5284 -5.8932  -0.6752
C: -2.4152 2.3090 -5.3462  0.5594
N: -2.0964 2.8226 -4.1490  -0.1633
C: -1.3189 1.5931 -6.1190  -0.2757
H: -2.8454 3.2803 -3.6548  0.1717
H: -1.1843 2.9096 -3.7437  0.1495
H: -0.6253 2.2194 -6.6768  0.2600
H: -1.7951 0.8712 -6.7737  0.3136
H: -0.7220 1.1121 -5.3401  -0.2674
O: 3.4129 1.2138 4.4486  -0.6918
C: 2.9374 1.3561 3.3296  0.4848
N: 1.8013 2.0517 3.1112  -0.3754
C: 3.7879 1.0024 2.1047  -0.4376
H: 1.2009 2.2289 3.8960  0.2561
H: 1.4834 2.1980 2.1678  0.1217
H: 4.6401 1.6782 2.0892  0.3964
H: 3.2354 1.1565 1.1766  -0.0627
H: 4.1061 -0.0315 2.2019  0.2058
O: -0.5844 6.4804 -2.9204  -0.6908
C: -0.4216 5.4727 -2.2555  0.6093
N: 0.5761 4.5838 -2.4541  -0.0662
C: -1.2611 5.2007 -1.0225  -0.7770
H: 1.1079 4.7290 -3.2979  0.1677
H: 0.6786 3.7254 -1.9229  0.0456
H: -0.6715 5.2868 -0.1103  0.3021
H: -1.6222 4.1729 -1.0317  0.1190
H: -2.1083 5.8808 -1.0077  0.3348
O: -0.1127 -3.4019 -4.7377  -0.6917
C: -0.3008 -2.4712 -3.9634  0.2893
N: 0.0401 -1.1793 -4.2047  -0.2545
C: -0.8347 -2.6962 -2.5627  -0.1146
H: 0.0736 -0.6221 -3.3614  0.1037
H: 0.5263 -0.9755 -5.0580  0.2126
H: -1.3353 -1.8299 -2.1581  -0.3448
H: -0.0071 -3.0604 -1.9451  0.2242
H: -1.4924 -3.5606 -2.4514  0.4394
C: 1.6240 -3.9183 5.5942  -1.2902
C: 0.7495 -3.3354 4.4776  -0.3954
N: 0.1486 -2.0716 4.8581  0.3316
C: 0.1156 -1.0793 3.7791  -0.9439
C: -1.0180 -1.2221 2.7750  -0.5239
C: -1.1229 -2.2697 5.5301  -0.1293
C: -1.6551 -1.0401 6.2572  -1.4581
H: 2.3632 -3.2364 6.0134  0.2791
H: 2.2386 -4.7743 5.3004  0.4280
H: 0.9393 -4.2645 6.3734  0.2979
H: 1.4118 -3.2049 3.6167  0.3961
H: 0.0368 -4.0938 4.1249  0.2228
H: 1.0985 -1.1027 3.3042  0.2816
H: 0.0913 -0.1001 4.2640  0.0193
H: -1.9069 -0.7911 3.2542  0.2102
H: -1.3125 -2.2306 2.4871  0.3946
H: -0.8532 -0.5707 1.9167  0.1247
H: -1.8717 -2.6865 4.8408  0.2061
H: -0.9191 -2.9666 6.3478  0.3579
H: -2.6849 -1.1922 6.5942  0.3647
H: -1.0451 -0.8908 7.1464  0.3489
H: -1.7620 -0.1613 5.6176  0.3122
C: -4.8957 -3.5566 2.7922  -1.2692
C: -4.5194 -2.3723 1.9349  -0.1091
N: -5.4063 -2.1689 0.7783  -0.1201
C: -4.8132 -1.1356 -0.0779  -0.3610
C: -3.4761 -1.5651 -0.7145  -1.2424
C: -6.7145 -1.6753 1.2840  -0.2700
C: -7.7959 -1.5448 0.2139  -1.1426
H: -5.9000 -3.6146 3.2184  0.3825
H: -4.2654 -3.5730 3.6888  0.2897
H: -4.6945 -4.4788 2.2465  0.3166
H: -4.3376 -1.4492 2.5026  0.3552
H: -3.5509 -2.7036 1.5526  0.0128
H: -5.4580 -1.0775 -0.9549  0.2526
H: -4.7772 -0.1593 0.4245  0.3279
H: -3.6393 -2.6010 -1.0476  0.3909
H: -3.4224 -1.0623 -1.6777  0.5185
H: -2.6079 -1.6731 -0.0748  0.1478
H: -6.4980 -0.7179 1.7817  0.3537
H: -6.9783 -2.4238 2.0272  0.2481
H: -7.4185 -1.3147 -0.7813  0.3228
H: -8.4391 -0.6882 0.4293  0.3065
H: -8.4201 -2.4344 0.1559  0.3256
O: 6.4211 2.0155 -2.6447  -0.5173
C: 5.8585 3.0646 -2.7037  0.3308
O: 6.3744 4.1355 -3.3637  -0.3806
C: 5.3628 5.0923 -3.6215  -0.5851
C: 4.0568 4.5259 -3.0119  -0.3445
C: 4.5314 3.4143 -2.0913  0.5183
H: 5.1991 5.3676 -4.6648  0.2930
H: 5.5911 6.0666 -3.1768  0.2756
H: 3.4070 4.2397 -3.8409  0.1590
H: 3.4438 5.2446 -2.4647  0.3837
H: 3.8851 2.5398 -2.1490  -0.4005
H: 4.6533 3.6558 -1.0369  0.2542
O: 7.4134 -1.2834 -0.4401  -0.6308
C: 6.2850 -1.4415 -0.8161  0.5638
O: 5.2707 -0.6600 -0.4444  -0.3090
C: 4.0147 -1.1947 -0.8941  0.3614
C: 4.2676 -2.6839 -1.0995  -0.4790
C: 5.7179 -2.6639 -1.6185  -0.6067
H: 3.8607 -0.7189 -1.8674  0.0648
H: 3.2707 -0.8583 -0.1783  -0.2661
H: 3.5412 -3.0811 -1.8060  0.3294
H: 4.3869 -3.3483 -0.2412  0.3423
H: 5.7861 -2.4098 -2.6791  0.2535
H: 6.4333 -3.4380 -1.3604  0.3006

Forces on atoms 1 to 3 (eV/Å):
-0.3013 1.4354 2.2125
0.5523 0.0826 -0.4922
0.3393 -0.2190 -0.4138

Summary:
Net charge: -1
HOMO, eV: -6.543

***

No. 4
Below is 2 unconnected molecules or ions with the total composition C4H14NOSi in a non-equilibrium geometry, with properties calculated with wB97M-V/def2-TZVPD.

Last column: Mulliken charge in e.
Cartesian coordinates (Å):
C: 1.0319 -1.2176 -1.0365  -0.8933
C: -1.6684 0.4432 -1.6958  -1.1735
C: 0.5962 -0.3968 2.6585  -0.7455
C: -0.3320 -0.8929 1.8288  -0.2551
N: 0.6507 1.6603 0.0534  -0.4560
O: -1.0254 -0.1728 0.8529  -0.4337
Si: 0.2328 0.4074 -1.4102  0.6116
H: 0.9285 -1.8798 -1.8867  0.3900
H: 2.2060 -1.1089 -0.9370  0.2869
H: 0.8394 -1.6931 -0.1234  0.3412
H: -1.9652 1.2151 -2.4281  0.3452
H: -1.9135 -0.4195 -2.1644  0.4506
H: -2.3582 0.4767 -0.8755  0.3656
H: 1.1141 -1.0735 3.4279  0.2677
H: 0.7228 0.6196 2.4796  0.3700
H: -0.4718 -1.9336 1.8989  0.4812
H: 1.3908 2.2676 -0.1663  0.3537
H: 0.9823 1.0672 0.8904  0.1078
H: -0.0942 2.1680 0.5147  0.4083
H: -1.8418 -0.6100 0.6187  0.3517
H: 0.9750 1.0734 -2.5000  -0.1745

Forces on atoms 1 to 3 (eV/Å):
3.3427 1.0915 -0.5953
1.5528 2.8027 0.1122
-0.9262 -2.2083 -0.4527

Summary:
Relative energy (zero: lowest compared OMol25 entry of this formula, charge and spin), kcal per mole: 30.99
Net charge: +1
HOMO, eV: -13.660